{"formula": "C57H40Cl5N5O5P2S3Ti", "method": "the ωB97M-V functional and the def2-TZVPD basis", "species": ["Ti", "Cl", "C", "C", "C", "Cl", "C", "Cl", "C", "Cl", "C", "Cl", "O", "C", "C", "C", "C", "C", "C", "C", "N", "C", "C", "N", "H", "H", "H", "H", "H", "H", "H", "O", "P", "C", "P", "O", "C", "C", "C", "C", "C", "C", "C", "C", "C", "C", "C", "C", "C", "C", "C", "C", "C", "C", "C", "C", "C", "C", "C", "C", "H", "H", "H", "H", "H", "H", "H", "H", "H", "H", "H", "H", "H", "H", "H", "H", "H", "H", "H", "H", "H", "H", "N", "C", "O", "C", "C", "N", "C", "N", "H", "H", "O", "C", "C", "C", "C", "C", "S", "C", "C", "C", "C", "S", "C", "C", "C", "C", "S", "H", "H", "H", "H", "H", "H", "H", "H", "H"], "coordinates": [[-0.691, 0.880, 1.079], [3.453, -3.388, -1.016], [1.764, -3.741, -0.517], [1.231, -2.742, 0.460], [0.231, -3.225, 1.211], [-0.834, -2.199, 2.146], [-0.138, -4.657, 1.256], [-1.456, -5.136, 2.280], [0.502, -5.601, 0.556], [0.038, -7.267, 0.636], [1.617, -5.293, -0.379], [3.052, -6.256, 0.110], [0.254, 1.860, -0.263], [0.193, 2.986, -0.930], [0.780, 3.081, -2.202], [0.728, 4.259, -2.912], [0.092, 5.387, -2.385], [-0.483, 5.307, -1.135], [-0.436, 4.120, -0.396], [-1.038, 4.019, 0.922], [-1.194, 2.923, 1.656], [-1.806, 3.317, 2.829], [-2.021, 4.651, 2.805], [-1.531, 5.083, 1.591], [1.253, 2.201, -2.621], [1.175, 4.301, -3.897], [0.046, 6.308, -2.950], [-0.996, 6.174, -0.734], [-2.064, 2.625, 3.607], [-2.478, 5.315, 3.516], [-1.497, 6.031, 1.267], [0.830, -0.179, 1.123], [2.073, -0.850, 0.421], [2.063, -0.684, -1.422], [0.619, -1.372, -2.327], [-0.555, -1.262, -1.406], [0.463, -0.203, -3.703], [1.504, 0.102, -4.577], [1.316, 1.043, -5.581], [0.090, 1.683, -5.713], [-0.948, 1.386, -4.839], [-0.762, 0.448, -3.833], [0.958, -2.970, -2.907], [0.781, -3.893, -1.755], [1.156, -5.384, -1.880], [2.152, -5.622, -2.966], [2.369, -4.683, -3.944], [1.807, -3.385, -3.949], [3.230, -1.574, 1.680], [2.658, -1.821, 2.928], [3.442, -2.245, 3.991], [4.804, -2.446, 3.815], [5.376, -2.203, 2.576], [4.598, -1.750, 1.520], [3.134, 0.768, 0.563], [2.900, 1.691, 1.582], [3.700, 2.812, 1.752], [4.781, 3.037, 0.911], [5.046, 2.124, -0.098], [4.232, 1.012, -0.267], [2.992, -1.032, -1.865], [2.007, 0.399, -1.539], [2.464, -0.389, -4.469], [2.126, 1.277, -6.261], [-0.054, 2.419, -6.496], [-1.899, 1.895, -4.932], [-1.549, 0.221, -3.122], [-0.212, -3.788, -1.318], [0.302, -6.063, -1.978], [2.627, -6.594, -3.017], [3.027, -4.942, -4.768], [2.030, -2.727, -4.781], [1.593, -1.677, 3.068], [2.981, -2.437, 4.953], [5.416, -2.796, 4.637], [6.438, -2.359, 2.428], [5.064, -1.542, 0.567], [2.063, 1.538, 2.251], [3.474, 3.517, 2.546], [5.408, 3.910, 1.039], [5.888, 2.282, -0.764], [4.469, 0.325, -1.071], [0.676, 0.683, 5.176], [-0.286, 0.663, 4.231], [0.011, 1.039, 3.077], [-1.615, 0.260, 4.576], [-1.929, -0.048, 5.924], [-2.167, -0.314, 7.022], [-2.585, 0.172, 3.572], [-2.393, 0.364, 2.291], [1.623, 0.831, 4.868], [0.506, 0.288, 6.085], [-2.139, 0.797, -0.085], [-3.519, 0.628, 0.115], [-4.176, 1.978, -0.172], [-3.579, 2.981, -0.872], [-4.434, 4.092, -1.103], [-5.677, 3.904, -0.587], [-5.816, 2.382, 0.182], [-4.006, -0.397, -0.906], [-3.407, -1.590, -1.178], [-4.010, -2.283, -2.259], [-5.058, -1.597, -2.794], [-5.310, -0.107, -1.998], [-3.686, 0.140, 1.592], [-4.082, -1.320, 1.850], [-4.267, -1.507, 3.147], [-4.037, -0.190, 3.865], [-4.858, 1.022, 2.753], [-2.567, 2.900, -1.236], [-4.133, 4.981, -1.640], [-6.523, 4.573, -0.612], [-2.515, -1.926, -0.670], [-3.659, -3.235, -2.629], [-5.694, -1.884, -3.617], [-4.110, -2.068, 1.078], [-4.460, -2.438, 3.657], [-4.335, -0.120, 4.905]], "forces_ev_per_angstrom": [[-0.644, 0.785, -0.032], [-0.049, -0.046, -0.020], [0.038, -0.011, -0.015], [-0.046, 0.057, -0.032], [0.031, -0.026, -0.070], [-0.025, -0.196, 0.118], [-0.043, -0.024, 0.038], [0.012, 0.016, -0.027], [-0.036, 0.000, 0.050], [0.009, 0.007, -0.021], [0.036, 0.035, -0.016], [-0.006, 0.022, 0.001], [-0.006, -0.137, 0.228], [-0.057, 0.064, -0.041], [0.042, -0.047, -0.049], [-0.010, 0.019, 0.007], [-0.005, -0.007, 0.026], [0.018, -0.018, -0.014], [-0.025, -0.024, 0.092], [0.052, 0.014, -0.084], [-0.019, 0.204, -0.086], [-0.053, 0.024, 0.059], [0.021, 0.003, -0.064], [-0.007, -0.045, 0.099], [-0.010, 0.046, 0.027], [-0.002, -0.002, 0.002], [-0.005, -0.009, 0.002], [0.010, 0.022, -0.031], [0.013, -0.036, -0.011], [0.008, -0.004, -0.009], [-0.017, 0.019, -0.011], [0.121, -0.755, -0.532], [-0.042, 0.048, 0.271], [-0.095, 0.029, 0.165], [-0.044, -0.245, -0.120], [-0.057, 0.016, 0.019], [-0.003, 0.018, -0.041], [-0.018, 0.044, -0.007], [0.042, -0.009, 0.012], [-0.008, 0.016, -0.010], [-0.019, -0.003, 0.010], [0.028, -0.013, -0.003], [-0.030, 0.087, 0.170], [0.068, 0.015, -0.090], [0.043, 0.032, -0.103], [0.023, -0.070, 0.032], [-0.013, 0.079, -0.047], [0.032, -0.077, 0.011], [-0.045, 0.051, 0.093], [0.043, 0.067, -0.048], [0.033, -0.025, 0.005], [-0.006, -0.019, 0.042], [0.012, 0.020, -0.058], [-0.008, 0.001, -0.012], [0.099, 0.041, -0.029], [-0.034, 0.022, -0.003], [0.000, -0.011, -0.003], [0.018, 0.020, 0.012], [0.014, 0.002, -0.019], [-0.023, 0.021, 0.033], [0.033, 0.016, -0.011], [-0.013, 0.007, 0.025], [-0.008, 0.004, -0.014], [-0.006, 0.003, 0.005], [-0.001, -0.003, 0.005], [0.003, -0.005, 0.001], [0.006, -0.021, 0.004], [-0.026, 0.019, 0.020], [-0.024, 0.024, 0.043], [-0.005, 0.009, -0.015], [-0.001, -0.020, 0.021], [-0.016, 0.018, 0.014], [0.017, -0.018, 0.016], [0.002, 0.003, -0.003], [-0.011, 0.007, -0.002], [-0.007, 0.000, -0.004], [0.011, -0.007, 0.004], [0.035, -0.002, -0.007], [0.005, -0.001, -0.004], [-0.008, -0.002, 0.002], [-0.007, -0.008, 0.000], [0.010, -0.003, -0.017], [0.012, 0.035, 0.050], [-0.051, -0.085, 0.038], [0.057, 0.138, -0.201], [-0.025, 0.036, -0.038], [-0.098, -0.130, -0.039], [0.061, 0.072, 0.018], [0.083, 0.040, 0.084], [0.173, -0.031, -0.064], [0.007, -0.015, 0.002], [0.011, -0.012, 0.003], [0.380, -0.261, 0.235], [0.031, 0.061, -0.014], [0.019, -0.018, 0.048], [-0.019, 0.005, -0.032], [0.021, -0.011, -0.010], [-0.034, 0.001, 0.035], [0.026, 0.006, -0.045], [0.001, 0.089, -0.020], [0.047, -0.001, -0.023], [0.011, 0.008, 0.002], [-0.008, 0.001, 0.008], [-0.001, -0.011, 0.050], [-0.183, 0.009, 0.009], [0.000, -0.044, 0.066], [0.011, 0.028, -0.027], [-0.115, 0.027, -0.043], [0.131, -0.074, -0.039], [0.016, 0.002, -0.002], [-0.003, -0.004, 0.002], [0.015, -0.008, 0.002], [0.026, 0.004, -0.024], [-0.008, 0.012, -0.001], [0.014, 0.000, 0.012], [0.013, 0.004, -0.005], [0.005, 0.009, 0.000], [0.022, -0.015, 0.011]], "mulliken_charge": [-0.487, -0.249, 1.085, -1.730, 0.908, -0.080, -0.048, -0.234, -0.619, -0.196, 1.501, -0.215, 0.180, 0.589, -0.171, -0.919, -1.199, -1.052, -0.326, 0.575, 2.001, -0.465, -1.398, 0.004, 0.528, 0.447, 0.389, 0.376, 0.297, 0.438, 0.174, 0.182, 1.039, -2.445, 1.186, -0.804, 0.565, -0.196, -0.890, -0.674, -0.592, -0.161, -0.677, -1.010, 0.184, -1.636, -0.667, -0.535, 1.593, -0.146, -1.193, -0.682, -0.963, -0.716, 1.296, -1.009, -0.628, -0.874, -0.848, -0.520, 1.073, 1.150, 0.441, 0.385, 0.391, 0.447, 0.181, 0.905, 0.589, 0.337, 0.364, 0.419, 0.146, 0.504, 0.389, 0.423, 0.339, 0.165, 0.474, 0.376, 0.434, 0.320, -0.402, 0.249, 0.442, 0.943, -0.829, -0.674, -0.693, 0.444, 0.233, 0.218, 0.212, 4.236, -0.653, -0.715, -0.846, -0.757, 0.036, -0.625, -0.262, -1.346, -0.558, -0.197, 0.066, -1.050, -0.949, -0.736, -0.405, 0.613, 0.449, 0.496, 0.713, 0.457, 0.465, 0.492, 0.466, 0.930], "e_homo_ev": [-2.2, -4.3], "orbital_gap_ev": [3.90, 6.05], "total_charge": -1, "lumo_energy_ev": [1.722, 1.722], "s2": 0.77, "energy_ha": -7873.9789, "de_lowest_kcal_mol": 60.0, "spin_multiplicity": 2}